Density functional theory data (ωB97M-V/def2-TZVPD) for 10 unconnected molecules or ions with the total composition H21O10 at a distorted geometry.

Cartesian coordinates (Å):
O1 -0.87 0.15 2.06
H1 -2.01 0.15 2.12
H2 -0.42 -1.93 -0.14
O2 -0.06 -1.46 0.60
H3 -1.38 -2.91 -2.03
H4 3.00 -2.80 1.03
O3 2.36 -2.13 1.40
H5 -1.00 0.58 1.11
H6 2.77 -1.29 1.57
O4 -0.34 3.30 -0.68
H7 0.51 3.28 -0.40
H8 -0.50 3.67 -1.38
O5 2.56 1.39 -2.02
H9 -2.40 2.58 0.60
H10 3.39 1.08 -1.86
O6 2.43 1.27 0.84
H11 1.73 1.10 1.36
H12 2.01 1.36 -1.16
O7 -1.57 -1.94 -1.94
H13 2.81 1.75 1.57
H14 -0.75 -1.49 -2.04
O8 0.48 -0.75 -2.72
H15 1.44 -0.31 -2.84
H16 0.83 -1.69 0.79
O9 -3.38 -1.19 2.02
H17 -0.67 -0.82 1.87
O10 -2.29 1.61 0.59
H18 -2.12 1.72 -0.52
H19 0.40 -1.23 -3.50
H20 -2.97 -1.91 2.44
H21 -3.97 -1.19 1.27

- Energy above the lowest of the compared OMol25 structures with the same formula, charge and spin: 4.465 eV
- Total charge: +1
- LUMO level: -0.10970 Ha
- E_HOMO: -14.29 eV
- Orbital gap: 11.301 eV

Let us look at the Mulliken charges, expressed in e, one per atom: number 1, O, carries -0.51; number 2, H, carries 0.54; number 3, H, carries 0.31; number 4, O, carries -0.63; number 5, H, carries 0.32; number 6, H, carries 0.32; number 7, O, carries -0.68; number 8, H, carries 0.52; number 9, H, carries 0.31; number 10, O, carries -0.44; number 11, H, carries 0.27; number 12, H, carries 0.20; number 13, O, carries -0.65; number 14, H, carries 0.32; number 15, H, carries 0.29; number 16, O, carries -0.52; number 17, H, carries 0.20; number 18, H, carries 0.33; number 19, O, carries -0.71; number 20, H, carries 0.31; number 21, H, carries 0.41; number 22, O, carries -0.68; number 23, H, carries 0.35; number 24, H, carries 0.41; number 25, O, carries -0.65; number 26, H, carries 0.48; number 27, O, carries -0.77; number 28, H, carries 0.39; number 29, H, carries 0.32; number 30, H, carries 0.31; number 31, H, carries 0.33

Density functional theory data (ωB97M-V/def2-TZVPD) for a molecular structure, C56H26BrCdF9N8P.

Cartesian coordinates (Å):
Cd1 0.48 -1.03 -0.68
C1 -2.66 -4.25 4.07
C2 -3.33 -3.04 4.29
C3 -3.25 -2.01 3.37
C4 -2.50 -2.22 2.22
C5 -2.16 -1.39 1.07
N1 -1.40 -2.05 0.22
C6 -1.14 -3.32 0.72
N2 -0.37 -4.24 0.22
C7 0.39 -4.13 -0.89
C8 1.25 -5.17 -1.38
C9 1.52 -6.48 -0.96
C10 2.45 -7.21 -1.66
C11 3.12 -6.67 -2.78
C12 2.86 -5.39 -3.21
C13 1.92 -4.63 -2.50
C14 1.45 -3.28 -2.63
N3 1.89 -2.41 -3.59
C15 1.59 -1.17 -3.69
N4 0.80 -0.39 -2.83
C16 0.62 0.82 -3.33
N5 -0.17 1.81 -2.90
C17 -1.00 1.59 -1.88
N6 -1.02 0.57 -1.05
C18 -2.12 0.79 -0.18
N7 -2.63 -0.15 0.79
C19 -3.16 1.51 -1.01
C20 -3.06 4.18 0.19
C21 -3.63 4.85 -0.80
C22 -3.28 4.60 -2.20
C23 -2.58 3.53 -2.56
C24 -2.17 2.52 -1.54
C25 1.41 0.94 -4.58
C26 1.59 2.00 -5.46
C27 2.41 1.79 -6.56
C28 3.01 0.55 -6.78
C29 2.82 -0.51 -5.90
C30 2.01 -0.29 -4.80
N8 0.53 -3.04 -1.68
C31 -1.84 -3.44 1.99
C32 -1.92 -4.47 2.93
H1 -2.73 -5.03 4.82
H2 -3.90 -2.91 5.20
H3 -3.78 -1.09 3.55
H4 1.02 -6.88 -0.09
H5 2.68 -8.22 -1.35
H6 3.84 -7.28 -3.30
H7 3.37 -4.96 -4.06
H8 -3.33 4.39 1.22
H9 -4.37 5.62 -0.59
H10 -3.60 5.31 -2.96
H11 -2.30 3.34 -3.58
H12 1.11 2.95 -5.27
H13 2.58 2.60 -7.26
H14 3.65 0.42 -7.64
H15 3.28 -1.47 -6.06
H16 -1.40 -5.40 2.75
F1 -0.53 3.56 7.34
C33 -0.49 3.15 6.07
C34 -1.51 3.47 5.20
F2 -2.55 4.20 5.62
C35 -1.44 3.04 3.88
F3 -2.45 3.43 3.09
C36 -0.40 2.27 3.39
P1 -0.25 1.55 1.69
C37 -1.90 1.89 0.85
C38 -1.99 3.16 -0.06
C39 -4.46 1.69 -0.80
C40 -5.11 1.39 0.48
C41 -4.44 1.25 1.62
C42 -2.96 1.00 1.70
C43 0.91 2.78 0.99
C44 0.96 4.11 1.40
C45 1.86 5.00 0.84
C46 2.74 4.56 -0.14
C47 2.72 3.24 -0.54
C48 1.82 2.35 0.03
C49 0.63 1.97 4.29
Br1 2.15 1.01 3.74
C50 0.59 2.41 5.60
F4 1.58 2.14 6.46
H17 -1.04 3.70 -0.03
H18 -4.99 2.37 -1.46
H19 -6.19 1.48 0.52
H20 -4.98 1.19 2.56
H21 -2.65 0.83 2.73
H22 0.27 4.47 2.16
H23 1.87 6.03 1.16
H24 3.44 5.25 -0.59
H25 3.41 2.88 -1.29
H26 1.85 1.31 -0.26
F5 3.73 -0.91 -1.17
C51 3.50 -1.51 0.02
C52 2.27 -1.38 0.62
C53 2.12 -2.06 1.82
F6 0.95 -2.01 2.50
C54 3.13 -2.80 2.40
F7 2.96 -3.43 3.58
C55 4.36 -2.90 1.76
F8 5.36 -3.60 2.31
C56 4.54 -2.25 0.55
F9 5.73 -2.34 -0.06

- Total charge: -1
- LUMO level (spin up / spin down): 0.05280 / 0.05049 Ha
- E_HOMO (spin up / spin down): -3.48 / -3.48 eV
- Orbital gap (spin up / spin down): 4.916 / 4.855 eV

These are the Mulliken partial charges, in e, on atoms 1 to 99: number 1, Cd, carries 2.66; number 2, C, carries -0.65; number 3, C, carries -0.88; number 4, C, carries 0.04; number 5, C, carries 0.71; number 6, C, carries 0.12; number 7, N, carries -0.65; number 8, C, carries -0.29; number 9, N, carries -0.40; number 10, C, carries -0.30; number 11, C, carries 0.27; number 12, C, carries -0.29; number 13, C, carries -0.59; number 14, C, carries -0.61; number 15, C, carries -0.27; number 16, C, carries 0.38; number 17, C, carries -0.47; number 18, N, carries -0.51; number 19, C, carries -0.16; number 20, N, carries -0.24; number 21, C, carries 0.00; number 22, N, carries -0.53; number 23, C, carries -0.92; number 24, N, carries -1.16; number 25, C, carries 0.20; number 26, N, carries 0.77; number 27, C, carries -0.01; number 28, C, carries -1.16; number 29, C, carries -0.96; number 30, C, carries -0.65; number 31, C, carries -1.13; number 32, C, carries 2.39; number 33, C, carries 0.07; number 34, C, carries -0.14; number 35, C, carries -0.65; number 36, C, carries -0.59; number 37, C, carries -0.08; number 38, C, carries -0.17; number 39, N, carries -0.48; number 40, C, carries -0.02; number 41, C, carries -0.28; number 42, H, carries 0.37; number 43, H, carries 0.41; number 44, H, carries 0.48; number 45, H, carries 0.52; number 46, H, carries 0.38; number 47, H, carries 0.37; number 48, H, carries 0.52; number 49, H, carries 0.33; number 50, H, carries 0.45; number 51, H, carries 0.41; number 52, H, carries 0.43; number 53, H, carries 0.56; number 54, H, carries 0.41; number 55, H, carries 0.38; number 56, H, carries 0.57; number 57, H, carries 0.58; number 58, F, carries -0.31; number 59, C, carries 0.58; number 60, C, carries 0.14; number 61, F, carries -0.31; number 62, C, carries 0.22; number 63, F, carries -0.23; number 64, C, carries -0.39; number 65, P, carries 0.84; number 66, C, carries 0.23; number 67, C, carries 1.07; number 68, C, carries -0.79; number 69, C, carries -0.98; number 70, C, carries -1.70; number 71, C, carries -0.64; number 72, C, carries 0.74; number 73, C, carries -0.11; number 74, C, carries -0.70; number 75, C, carries -0.78; number 76, C, carries -0.76; number 77, C, carries -0.98; number 78, C, carries -0.67; number 79, Br, carries -0.05; number 80, C, carries 0.55; number 81, F, carries -0.34; number 82, H, carries 0.71; number 83, H, carries 0.47; number 84, H, carries 0.42; number 85, H, carries 0.46; number 86, H, carries 1.33; number 87, H, carries 0.38; number 88, H, carries 0.44; number 89, H, carries 0.37; number 90, H, carries 0.55; number 91, H, carries 0.44; number 92, F, carries -0.36; number 93, C, carries 1.14; number 94, C, carries -1.37; number 95, C, carries 0.13; number 96, F, carries -0.39; number 97, C, carries 0.24; number 98, F, carries -0.36; number 99, C, carries 0.79